210
Properties=species:S:1:pos:R:3:forces:R:3:lowdin_charge:R:1 method="wB97M-V/def2-TZVPD" e_lumo_ev=-7.1 orbital_gap_ha=0.3259 homo_energy_ev=-16.0 total_charge=+5 max_force_ev_per_a=5.96
C 12.245 17.630 15.712 0.4 1.7 0.6 -0.038
C 12.718 17.574 14.276 1.1 -2.2 -0.5 -0.291
C 13.436 16.220 14.134 2.6 -0.1 -0.3 -0.186
O 14.074 16.008 12.868 0.2 0.9 0.3 -0.222
C 15.177 15.084 12.860 -2.0 -0.7 -2.2 -0.067
N 11.571 17.731 13.258 0.2 0.9 1.6 0.234
H 11.045 18.457 13.776 -0.5 -0.5 -0.7 0.166
H 11.959 18.243 12.424 0.0 -0.8 -0.3 0.123
H 10.975 16.871 13.138 0.9 1.2 -0.3 0.174
H 11.816 18.621 16.005 -0.1 -0.8 -0.4 0.111
H 13.121 17.578 16.387 -0.4 -0.3 -0.5 0.108
H 11.582 16.802 15.935 -0.3 0.0 0.2 0.096
H 13.465 18.285 13.960 -0.1 0.7 0.2 0.154
H 12.844 15.374 14.332 -1.6 -1.0 0.3 0.100
H 14.228 16.124 14.940 -0.8 0.7 -0.7 0.151
H 14.753 14.053 12.765 0.3 0.5 -0.6 0.105
H 15.619 15.003 13.783 1.6 0.6 2.2 0.048
H 15.883 15.338 12.023 -0.8 -0.2 1.0 0.111
C 14.115 15.742 9.612 0.2 0.6 1.9 -0.033
C 12.717 15.468 9.167 -0.8 0.6 0.4 -0.251
C 11.909 14.508 10.014 0.0 -0.7 0.2 -0.213
O 11.679 15.116 11.232 0.0 -0.4 2.4 -0.221
C 11.002 14.180 12.104 -1.4 2.3 -0.2 -0.040
N 11.963 16.819 9.243 1.2 0.9 -0.9 0.233
H 12.531 17.674 8.982 0.2 -0.9 0.3 0.146
H 11.130 16.909 8.688 -0.7 -0.5 -0.3 0.163
H 11.735 17.024 10.209 0.0 -0.2 0.4 0.117
H 14.723 16.371 9.007 0.0 0.6 -1.2 0.082
H 14.638 14.818 9.686 0.4 -0.8 0.3 0.087
H 14.139 16.277 10.597 -0.3 -0.7 -0.6 0.083
H 12.663 15.010 8.207 0.0 0.5 -1.3 0.148
H 12.342 13.469 10.117 0.2 1.2 -0.2 0.165
H 10.913 14.337 9.648 -0.5 -0.2 -1.3 0.131
H 11.363 13.223 11.971 1.1 -2.1 -0.2 0.064
H 9.921 14.123 11.837 0.5 0.3 0.3 0.120
H 11.148 14.465 13.149 -0.1 0.1 -0.2 0.083
C 14.550 19.356 5.074 0.6 0.5 -1.3 -0.019
C 15.628 20.210 5.716 1.4 -0.9 0.3 -0.340
C 16.418 20.956 4.683 -0.9 2.8 -2.8 -0.184
O 16.857 22.205 5.208 0.4 -1.4 1.4 -0.246
C 17.789 22.901 4.431 0.1 3.2 -0.6 -0.091
N 15.118 21.175 6.719 -1.5 0.7 0.7 0.213
H 14.119 21.418 6.596 0.4 -0.3 -0.2 0.183
H 15.134 20.719 7.655 -0.1 0.4 -0.1 0.132
H 15.629 22.085 6.650 0.2 -0.8 0.2 0.171
H 14.019 20.052 4.381 0.1 -0.7 0.4 0.107
H 13.847 18.936 5.761 -0.3 -0.3 0.6 0.065
H 15.011 18.543 4.454 -0.4 0.8 0.6 0.119
H 16.389 19.673 6.300 -0.5 -0.5 -0.2 0.163
H 15.765 21.341 3.846 0.0 -1.1 0.4 0.153
H 17.206 20.422 4.140 0.1 -0.3 0.8 0.144
H 18.430 23.516 5.149 -0.4 -1.3 -1.0 0.115
H 17.226 23.748 3.879 0.8 -1.5 0.3 0.120
H 18.342 22.275 3.689 -0.3 0.5 0.9 0.105
C 20.504 4.041 11.138 -0.3 1.5 -0.9 -0.047
C 21.924 4.038 11.599 0.7 -1.7 1.7 -0.298
C 22.972 4.411 10.543 -2.3 -0.7 -1.5 -0.244
O 24.022 4.873 11.233 2.5 0.7 1.2 -0.234
C 25.109 5.361 10.452 0.6 -0.1 0.6 -0.034
N 22.063 5.158 12.663 1.3 -0.1 -1.6 0.204
H 21.667 5.975 12.168 0.0 0.4 0.7 0.089
H 21.696 5.022 13.583 -0.6 -0.4 0.4 0.153
H 23.096 5.346 12.732 -0.8 -0.2 -0.1 0.166
H 20.237 5.104 10.790 0.3 -1.6 0.0 0.109
H 19.876 3.887 12.000 -0.5 -0.6 0.1 0.079
H 20.350 3.288 10.339 -0.2 0.6 0.6 0.117
H 22.180 3.019 12.104 -0.2 1.9 -0.7 0.191
H 22.516 5.234 9.923 0.4 -0.7 0.0 0.148
H 23.214 3.502 9.917 -0.3 0.9 0.4 0.168
H 24.807 6.276 9.922 0.1 -0.3 -0.1 0.100
H 25.434 4.553 9.781 0.0 0.5 -0.1 0.105
H 25.925 5.587 11.178 -0.6 -0.1 -0.7 0.111
C 17.329 7.545 13.203 0.4 1.2 -0.3 -0.059
C 18.136 8.554 14.082 -2.0 -0.4 1.7 -0.340
C 17.213 8.612 15.430 0.5 0.7 -2.8 -0.247
O 18.000 9.082 16.433 0.9 -0.4 3.0 -0.208
C 18.179 8.107 17.515 1.4 0.5 -1.2 -0.048
N 19.548 8.196 14.419 -0.7 0.2 -1.5 0.029
H 19.884 8.720 15.228 -0.4 -0.6 -0.1 0.094
H 19.669 7.188 14.465 0.0 0.3 0.5 0.080
H 20.424 8.923 12.927 -0.5 0.5 -0.5 0.083
H 17.513 6.550 13.533 0.2 -0.9 0.5 0.059
H 17.592 7.570 12.147 0.0 0.2 -0.1 0.065
H 16.221 7.690 13.297 1.0 0.2 0.0 0.099
H 18.091 9.601 13.706 0.4 -0.9 -0.1 0.133
H 16.708 7.664 15.618 0.3 -0.2 0.2 0.117
H 16.438 9.363 15.197 0.0 -0.3 0.1 0.125
H 17.236 7.718 17.766 -1.3 -0.8 0.3 0.065
H 18.550 8.595 18.418 0.3 0.2 -0.4 0.089
H 18.868 7.272 17.182 -0.7 0.9 0.4 0.103
C 33.027 15.402 11.684 -1.3 2.9 -1.1 -0.099
C 33.721 16.054 12.854 1.2 -3.5 0.7 -0.242
C 33.042 15.818 14.199 -0.2 1.8 0.5 -0.232
C 31.824 16.770 14.240 -1.3 -2.2 -0.6 -0.262
P 30.726 16.350 15.630 0.7 -0.6 1.9 1.041
C 30.172 14.599 15.540 0.5 0.8 -2.5 -0.237
C 29.895 14.317 13.971 -2.3 -2.6 3.5 -0.187
C 29.128 12.889 13.884 4.4 1.8 -2.0 -0.222
C 28.888 12.607 12.408 -1.2 -1.5 1.3 -0.103
C 31.667 16.564 17.265 -1.4 0.1 -2.9 -0.275
C 32.327 17.907 17.217 3.8 1.0 3.2 -0.220
C 32.778 18.196 18.907 -3.3 -2.0 -4.5 -0.205
C 33.592 19.393 18.957 -0.4 1.0 3.2 -0.134
C 29.224 17.375 15.725 -0.3 -0.6 -1.8 -0.272
C 29.380 18.848 16.031 -0.6 0.4 0.6 -0.282
C 29.112 19.113 17.478 0.7 0.9 2.7 -0.282
C 29.035 20.656 17.803 0.5 -0.5 -1.8 -0.077
H 31.975 15.803 11.583 0.8 -0.4 0.0 0.082
H 32.954 14.367 11.610 0.2 -2.0 0.5 0.053
H 33.524 15.745 10.771 -0.1 -0.1 0.0 0.089
H 33.917 17.063 12.637 0.1 1.5 0.0 0.103
H 34.709 15.556 12.972 -0.3 0.5 -0.3 0.132
H 33.709 16.070 15.006 0.5 0.3 0.3 0.100
H 32.745 14.808 14.445 -0.1 -0.5 -0.6 0.106
H 31.314 16.495 13.280 -0.3 0.6 1.0 0.087
H 32.037 17.807 14.183 0.5 1.0 0.2 0.093
H 29.258 14.643 16.105 -0.7 -0.3 0.0 0.075
H 30.778 13.819 15.990 0.5 0.3 0.1 0.098
H 30.735 14.299 13.333 1.0 0.4 -0.5 0.071
H 29.117 15.017 13.745 -0.1 0.7 -0.9 0.088
H 28.280 13.038 14.415 -2.8 0.0 1.6 0.060
H 29.755 12.103 14.334 -0.3 0.3 -0.1 0.119
H 28.203 11.754 12.406 0.1 -0.2 -0.4 0.077
H 29.772 12.319 11.878 0.6 0.1 -0.3 0.074
H 28.346 13.382 11.923 -0.2 0.9 -0.5 0.065
H 32.289 15.690 17.314 0.8 -0.1 0.1 0.090
H 30.931 16.438 18.055 -0.2 0.3 0.2 0.093
H 31.773 18.806 16.946 -0.4 -0.6 0.1 0.065
H 33.331 18.042 16.659 -1.6 -0.9 0.6 0.137
H 33.215 17.276 19.306 0.1 0.2 -0.1 0.108
H 31.695 18.279 19.271 1.7 0.3 0.3 0.105
H 34.646 19.355 18.893 1.0 -0.5 -0.9 0.080
H 33.472 19.574 20.019 0.4 0.8 0.8 0.084
H 33.159 20.277 18.563 -0.3 0.6 -1.0 0.076
H 28.448 16.969 16.404 0.7 -0.2 -0.2 0.109
H 28.766 17.340 14.697 0.4 -0.4 0.8 0.113
H 28.548 19.275 15.499 -0.1 0.8 -0.4 0.114
H 30.302 19.374 15.773 -0.1 -0.4 -0.5 0.112
H 29.916 18.660 18.149 -0.8 0.6 -0.9 0.095
H 28.207 18.613 17.848 -0.1 0.1 -0.4 0.105
H 28.747 20.886 18.815 0.5 -0.1 0.5 0.060
H 28.237 21.140 17.207 0.4 -0.3 -0.1 0.077
H 30.020 21.116 17.477 -1.2 -0.3 0.8 0.095
C 21.695 10.743 23.449 -1.7 0.2 0.2 -0.104
C 21.618 12.109 24.179 -1.8 -0.6 2.0 -0.277
C 22.728 13.101 23.922 -0.1 0.4 -0.2 -0.253
C 22.435 14.598 24.369 0.4 -1.7 -0.3 -0.236
P 23.834 15.657 24.017 0.3 0.7 1.1 0.990
C 24.060 15.838 22.253 -1.4 -1.0 0.0 -0.271
C 22.711 16.247 21.602 2.2 2.7 -0.2 -0.230
C 23.006 16.853 20.207 -0.5 0.0 0.4 -0.255
C 21.735 17.366 19.538 0.0 1.3 -1.3 -0.116
C 23.330 17.207 24.848 0.2 0.0 -2.1 -0.262
C 24.381 18.291 25.057 0.1 -0.7 -1.4 -0.259
C 23.949 19.384 25.982 -1.3 1.4 0.2 -0.268
C 22.527 19.970 25.727 0.4 -0.2 -1.2 -0.100
C 25.405 15.048 24.702 -0.7 -1.0 -1.1 -0.251
C 26.576 15.535 23.854 0.9 -0.1 0.4 -0.283
C 27.830 14.971 24.509 3.6 0.7 -1.9 -0.290
C 28.449 15.712 25.749 -3.0 -1.9 -0.3 -0.070
H 22.582 10.172 23.594 0.8 -0.3 0.3 0.058
H 21.555 10.876 22.380 0.2 0.3 -0.3 0.062
H 20.814 10.086 23.711 1.0 0.8 0.2 0.096
H 21.653 11.991 25.310 -0.3 -0.4 -1.2 0.130
H 20.554 12.477 24.011 1.4 0.1 -0.1 0.127
H 22.933 13.083 22.861 0.1 0.4 -0.6 0.094
H 23.629 12.648 24.355 -0.1 0.5 0.3 0.106
H 22.259 14.757 25.447 -0.2 -0.5 -0.3 0.111
H 21.562 14.951 23.803 0.2 0.1 0.3 0.106
H 24.321 14.831 21.893 0.4 0.3 0.0 0.110
H 24.864 16.544 22.095 0.1 0.1 -0.3 0.090
H 22.330 17.085 22.207 -0.4 -0.4 -0.2 0.103
H 22.005 15.469 21.555 -0.8 -1.0 0.0 0.096
H 23.373 16.061 19.568 0.3 -0.3 -0.2 0.103
H 23.821 17.600 20.278 -0.6 -0.2 0.0 0.118
H 21.022 16.576 19.455 -0.7 -0.7 0.3 0.057
H 21.921 17.611 18.471 0.2 0.0 0.5 0.079
H 21.197 18.266 19.921 0.7 -0.7 0.3 0.091
H 22.868 16.821 25.719 -0.5 0.0 1.2 0.085
H 22.535 17.576 24.161 0.2 0.0 0.7 0.098
H 24.695 18.584 24.009 -0.3 0.3 1.2 0.136
H 25.250 17.887 25.530 0.8 -0.6 0.1 0.089
H 24.640 20.209 25.884 0.4 0.2 0.0 0.109
H 24.026 19.056 27.017 0.0 -0.2 0.1 0.117
H 22.506 20.180 24.581 -0.5 -0.2 1.9 0.103
H 22.383 20.915 26.298 0.1 -0.7 -0.6 0.083
H 21.726 19.252 26.035 0.6 0.6 -0.5 0.075
H 25.364 13.921 24.673 0.1 1.1 0.3 0.114
H 25.576 15.408 25.709 -0.4 -0.1 0.3 0.092
H 26.612 16.646 23.859 0.0 -0.6 -0.2 0.119
H 26.650 15.153 22.818 -0.8 0.3 0.5 0.113
H 28.643 15.013 23.683 -1.0 0.2 1.1 0.127
H 27.813 13.886 24.619 -0.6 0.0 0.5 0.106
H 28.899 16.649 25.451 -0.1 0.2 0.3 0.070
H 29.162 15.003 26.168 0.1 0.5 0.3 0.075
H 27.514 15.778 26.424 2.0 0.6 -0.3 0.089
C 14.067 21.107 10.826 1.2 0.7 -1.3 -0.008
C 13.773 19.753 10.227 -1.8 -0.4 1.5 -0.718
O 13.977 19.569 9.030 0.7 -0.3 -2.2 -0.047
O 13.186 18.866 10.948 -0.1 0.3 0.4 -0.110
H 13.189 21.728 10.930 -0.5 -0.2 0.3 0.083
H 14.725 21.703 10.141 -0.4 -0.6 0.5 0.083
H 14.593 21.013 11.751 0.1 0.0 0.8 0.067
C 20.904 9.376 9.727 -1.2 -1.6 0.8 0.028
C 20.975 8.670 11.084 -0.4 1.5 1.2 -0.477
O 21.532 7.606 11.340 -0.7 0.8 -0.4 0.027
O 20.378 9.452 12.056 1.3 -2.2 -0.8 0.037
H 19.880 9.783 9.593 0.7 -0.2 0.0 0.103
H 21.135 8.636 8.972 0.0 0.0 -0.3 0.085
H 21.620 10.157 9.699 0.6 0.8 0.0 0.077